Density functional theory data (ωB97M-V/def2-TZVPD) for 3 unconnected molecules or ions with the total composition H6O3 at a distorted geometry.

Geometry as XYZ:
```
9
Properties=species:S:1:pos:R:3:forces:R:3:lowdin_spin:R:1
O -13.638 -12.416 -18.832 0.91 -0.55 0.87 0.063
H -13.915 -12.064 -19.678 -0.42 0.30 -0.26 0.011
H -14.236 -12.020 -18.199 -0.17 0.08 -0.10 0.007
O -14.807 -12.800 -23.121 -0.02 0.17 1.48 0.403
H -14.226 -13.377 -23.616 0.60 -0.63 -0.54 0.122
H -15.347 -12.374 -23.788 -0.67 0.51 -0.86 0.143
O -15.195 -11.416 -20.687 -0.22 0.52 0.63 0.177
H -15.122 -12.020 -21.426 0.15 -0.59 -1.07 0.030
H -15.941 -10.857 -20.907 -0.16 0.20 -0.14 0.045
```
Forces are in eV/Å.

Computed properties:
energy relative to the best compared isomer or geometry (same formula, charge and spin)	13.4	kJ/mol
expectation value of S²	0.75
HOMO (spin up / spin down)	0.8611 / -7.0138	eV
total charge	-1
energy	-6239.02395	eV
spin multiplicity	2